2 unconnected molecules or ions with the total composition C6H19N3 in a non-equilibrium geometry, computed with ωB97M-V with the def2-TZVPD basis set.

```
28
C6H19N3, DFT ωB97M-V with the def2-TZVPD basis set
C 1.52793 -0.25724 0.70722
C 1.29915 2.03132 -0.19844
C 1.20286 0.15271 -1.69961
N 0.91860 0.63367 -0.34668
N 0.80895 -1.49142 0.59402
N 2.94062 -0.51547 0.64603
H 1.34709 0.29288 1.65389
H -0.25180 -1.22944 0.53253
H 3.49511 0.33124 0.61684
H 1.05498 -2.09770 1.36684
H 3.16464 -1.11313 -0.14062
H 2.36773 2.20620 -0.38630
H 1.00399 -0.91592 -1.72033
H 0.73588 2.62620 -0.91747
H 1.06498 2.36477 0.81197
H 0.53520 0.65828 -2.39683
H 2.24056 0.33719 -2.00663
C -1.92397 0.09701 0.25117
C -2.49165 -0.63216 -0.96703
C -2.43354 -0.51770 1.55443
H -2.31603 1.12325 0.22390
H -0.71607 0.41782 0.00459
H -2.03034 -1.61551 -1.05609
H -2.07207 -1.54532 1.65354
H -3.57510 -0.75834 -0.91044
H -2.27985 -0.07375 -1.88006
H -2.09560 0.05267 2.42070
H -3.52223 -0.56213 1.58886
```

The calculation puts the molar mass at 133.239 g mol⁻¹. The SMILES is CN(C)C(N)N.CCC. The calculation puts the energy above the lowest of the compared OMol25 structures with the same formula, charge and spin at 1.422 eV. The calculation puts the HOMO energy at -8.17 eV.


A molecular structure, C4H13N2 in a non-equilibrium geometry, computed with ωB97M-V with the def2-TZVPD basis set.

```
19
C4H13N2, DFT ωB97M-V with the def2-TZVPD basis set
N -2.11646 -1.09168 1.18800
C -0.38672 1.15203 0.08174
C -0.56374 1.08426 -1.42723
C 0.08009 -0.16770 0.78116
N 1.04550 -1.00950 -0.04610
C 2.33935 -0.30536 -0.13086
H -1.44382 1.26431 0.37969
H -2.65192 -1.16962 0.24409
H -2.68576 -1.74262 1.82515
H 0.14446 2.02010 0.27409
H 0.37790 1.03444 -2.03003
H -1.06439 2.00875 -1.66345
H -1.19026 0.18203 -1.65039
H 0.36414 0.01951 1.81847
H -0.96917 -0.80954 0.86919
H 0.98585 -1.98950 0.17149
H 1.94240 0.31829 -0.96440
H 2.72103 0.23473 0.76213
H 3.07151 -1.03297 -0.48274
```

The net charge is +1. The calculation puts the molar mass at 89.162 g mol⁻¹. The calculation puts the energy above the lowest of the compared OMol25 structures with the same formula, charge and spin at 7.649 eV. The calculation puts the HOMO energy at -14.21 eV.


6 unconnected molecules or ions with the total composition H12O6 in a non-equilibrium geometry, computed with ωB97M-V with the def2-TZVPD basis set.

```
18
H12O6, DFT ωB97M-V with the def2-TZVPD basis set
O 0.08712 2.59416 1.26542
H -0.73810 2.43533 1.72371
H -0.07033 2.28468 0.37342
O -2.46595 -0.87591 1.65108
H -2.54088 -1.59616 2.27706
H -1.56638 -0.93082 1.32861
O 0.78403 0.60651 -1.65610
H 1.42213 -0.03660 -1.96505
H 1.27190 1.42914 -1.61731
O -0.10072 -1.05448 0.53465
H 0.23602 -1.81025 0.05335
H -0.02956 -0.32600 -0.08219
O -1.01453 -0.47382 -3.56364
H -0.35484 -0.08117 -2.99193
H -1.77802 0.09690 -3.47645
O 2.60377 -0.84980 2.25436
H 2.40598 -0.01014 1.83955
H 1.84837 -1.40156 2.05147
```

The net charge is -1. The calculation puts the molar mass at 108.090 g mol⁻¹. As for the expectation value of S²: 0.75. As for the spin multiplicity: 2. The calculation puts the energy above the lowest of the compared OMol25 structures with the same formula, charge and spin at 0.406 eV. The calculation puts the HOMO energy (alpha / beta) at 0.04 / -7.81 eV.


3 unconnected molecules or ions with the total composition C5H13NO2 in a non-equilibrium geometry, computed with ωB97M-V with the def2-TZVPD basis set.

```
21
C5H13NO2, DFT ωB97M-V with the def2-TZVPD basis set
C -2.19704 0.33567 -0.54556
N -0.78995 0.13187 -0.99276
C 0.13414 1.15146 -0.58703
C -0.41674 2.34184 -0.29791
C 2.33928 0.43868 0.01696
C 1.47643 0.74933 -0.96497
H -2.55690 1.22077 -1.08660
H -2.81706 -0.52627 -0.67548
H -2.12439 0.40219 0.58637
H -0.37361 -0.77197 -0.91844
H -1.42462 2.63034 -0.22021
H 0.12716 3.18047 0.07095
H 2.04243 0.72856 1.05567
H 3.24765 -0.12375 0.19991
H 1.60964 0.44294 -2.01440
H 0.12722 -1.71737 2.57229
H 1.10191 -0.42473 2.42581
O 0.78137 -1.16191 2.08519
H -0.19349 -3.15255 0.49189
H 0.29244 -3.03839 -0.85987
O -0.38586 -2.83718 -0.34184
```

The calculation puts the molar mass at 119.164 g mol⁻¹. The SMILES is C=CC(=C)NC.O.O. The calculation puts the energy above the lowest of the compared OMol25 structures with the same formula, charge and spin at 4.260 eV. The calculation puts the HOMO energy at -7.65 eV.


A molecular structure, C20H18N5Se3TeV, computed with ωB97M-V with the def2-TZVPD basis set.

```
48
C20H18N5Se3TeV, DFT ωB97M-V with the def2-TZVPD basis set
V 0.42418 -0.43931 -0.07480
C -4.94316 0.68824 4.48479
C -3.66134 0.30006 3.80070
C -2.44766 0.28921 4.47946
C -1.26149 -0.00737 3.83718
C -1.21822 -0.33675 2.47317
N -0.04242 -0.62452 1.81275
C 1.16557 -0.46484 2.53062
C 1.76159 -1.50427 3.23783
C 2.96898 -1.31590 3.88705
C 3.63661 -0.09386 3.83493
C 4.97861 0.08421 4.48855
C 3.06010 0.94291 3.11314
C 1.83932 0.75905 2.48103
N 1.25237 1.83874 1.76166
C 1.20668 3.14569 2.08741
C 0.55299 3.80399 1.07243
C 0.23182 2.80164 0.14761
N 0.65669 1.62250 0.57185
C -2.45217 -0.34674 1.80055
C -3.63417 -0.01502 2.45157
N -2.54564 -0.70243 0.42266
C -3.59620 -1.27462 -0.19456
C -3.35060 -1.27525 -1.54911
C -2.09391 -0.68512 -1.68007
N -1.61302 -0.34160 -0.48761
H -4.95219 0.35455 5.52251
H -5.80799 0.25100 3.98580
H -5.07722 1.77228 4.48773
H -2.42642 0.52884 5.53645
H -0.33749 0.00050 4.39951
H 1.25738 -2.46177 3.26378
H 3.41434 -2.13898 4.43242
H 5.11341 -0.61914 5.30912
H 5.10076 1.09386 4.88022
H 5.78144 -0.08989 3.76925
H 3.57304 1.89264 3.01855
H 1.62403 3.49479 3.01608
H 0.33448 4.85436 1.00939
H -0.27270 2.87316 -0.80236
H -4.55328 0.01866 1.87997
H -4.43233 -1.64147 0.37384
H -3.97732 -1.67021 -2.32772
H -1.48836 -0.52012 -2.55645
Se 1.39387 0.57999 -2.20385
Se 2.48517 -1.18433 -3.28900
Te 0.79510 -2.98655 -2.91178
Se 0.84369 -2.83535 -0.40270
```

The calculation puts the molar mass at 743.823 g mol⁻¹. As for the expectation value of S²: 2.03. As for the spin multiplicity: 3. The calculation puts the energy above the lowest of the compared OMol25 structures with the same formula, charge and spin at 0.000 eV. The calculation puts the HOMO energy (alpha / beta) at -6.76 / -6.84 eV.


2 unconnected molecules or ions with the total composition C7H9NO3 in a non-equilibrium geometry, computed with ωB97M-V with the def2-TZVPD basis set.

```
20
C7H9NO3, DFT ωB97M-V with the def2-TZVPD basis set
C -0.27041 -2.04201 -0.16392
C 3.69716 -0.12437 0.38583
C -1.06918 0.43635 -0.69685
C -0.68348 0.30167 0.81220
C 0.02346 -0.59663 -0.16216
C -0.55105 1.65060 -1.50463
C -1.71779 -0.33708 1.67986
N -0.62644 -3.13038 -0.14633
O 4.20194 -0.88944 -0.30157
O 3.40140 0.71344 1.10326
O 1.32981 -0.34871 -0.50449
H -1.85448 -0.15906 -1.10602
H -0.21666 1.18482 1.20643
H -1.27216 2.02609 -2.25416
H 0.48254 1.52323 -1.84111
H -0.43008 2.53239 -0.97645
H -1.28069 -1.05414 2.51589
H -2.26759 -0.98344 1.10561
H -2.48068 0.22429 2.06361
H 1.58438 -0.92764 -1.21499
```

The calculation puts the molar mass at 155.153 g mol⁻¹. The SMILES is C[C@@H]1[C@@H](C)C1(O)C#N.O=C=O. The calculation puts the energy above the lowest of the compared OMol25 structures with the same formula, charge and spin at 1.257 eV. The calculation puts the HOMO energy at -9.85 eV.


4 unconnected molecules or ions with the total composition C31H52BrF9N2O6S2 in a non-equilibrium geometry, computed with ωB97M-V with the def2-TZVPD basis set.

```
103
C31H52BrF9N2O6S2, DFT ωB97M-V with the def2-TZVPD basis set
C 6.20277 -1.28029 3.56894
C 4.76978 -1.55009 2.89676
O 3.93958 -2.21375 3.59492
O 4.38548 -1.14794 1.58215
C 3.95364 0.24589 1.54743
C 2.99592 0.67597 2.76489
C 1.89500 1.78364 2.35691
C 1.86141 3.20765 2.99377
C 2.95858 3.67454 4.09746
C 4.09488 4.47633 3.25504
C 5.06013 5.38127 4.16553
O 6.05059 4.53221 4.81615
C 0.75566 4.30781 2.63866
Br 0.76323 6.12519 3.48782
C -0.38344 4.00361 1.60692
C -1.54906 5.04985 1.23584
C -2.98655 4.34061 1.40024
C -3.69604 4.65023 2.83637
C -4.38165 3.31768 3.41103
C -3.65772 2.74100 4.75219
F -2.32387 3.23304 4.92360
F -4.40332 3.38141 5.83259
C -3.84740 1.18089 4.98876
F -3.45708 0.91125 6.35305
F -5.24395 0.83010 4.93874
S -2.93149 -0.00159 3.90221
F -4.21015 -0.11319 2.78418
F -3.69098 -1.27785 4.73235
F -1.64282 -0.06223 4.99367
F -2.20988 1.16007 2.95978
F -2.14052 -1.15945 2.99394
C -0.29927 2.56052 0.93630
N -1.16823 1.98386 -0.05560
S -0.76746 0.37257 -0.51073
N 0.60897 0.21331 0.52223
C 0.79202 1.42672 1.25922
H 7.01665 -0.96959 2.81318
H 6.52276 -2.28375 4.04814
H 6.16093 -0.51736 4.43779
H 4.90543 0.90997 1.57201
H 3.47885 0.44557 0.50996
H 2.38668 -0.21705 3.18735
H 3.67164 1.01506 3.63382
H 3.41476 2.78326 4.65781
H 2.46834 4.34299 4.89807
H 3.51561 5.19434 2.55552
H 4.72199 3.77402 2.59046
H 5.62569 6.08800 3.44483
H 4.48684 6.05287 4.89894
H 5.56859 4.12338 5.56975
H -1.54778 5.98512 1.90184
H -1.44229 5.33925 0.11935
H -2.94792 3.20298 1.26503
H -3.66958 4.76471 0.56389
H -4.56160 5.38210 2.58679
H -3.01750 5.20773 3.56542
H -5.46754 3.58882 3.69379
H -4.45848 2.48321 2.61893
C 0.28066 -2.96485 -5.09999
C -0.10516 -2.92670 -3.63047
O -1.22999 -2.10022 -3.36010
C -2.44649 -2.45523 -4.00885
C -2.93653 -3.84893 -3.65671
H 0.49128 -1.95497 -5.46619
H 1.17022 -3.58431 -5.24417
H -0.51659 -3.37729 -5.72053
H 0.72958 -2.51297 -3.05881
H -0.27478 -3.93563 -3.24189
H -2.34509 -2.33454 -5.09248
H -3.19539 -1.72613 -3.68666
H -2.22862 -4.62177 -3.96303
H -3.88985 -4.05202 -4.15076
H -3.07577 -3.94298 -2.57576
C -7.59199 0.23163 -1.72399
C -7.03175 -1.09394 -2.21277
O -5.63671 -1.05532 -2.48360
C -4.79014 -0.72533 -1.38923
C -4.90003 -1.69414 -0.22456
H -7.39852 1.02160 -2.45667
H -8.67115 0.15393 -1.56664
H -7.13934 0.54287 -0.78102
H -7.52364 -1.35832 -3.15218
H -7.25835 -1.90045 -1.50857
H -4.97618 0.30427 -1.06550
H -3.76491 -0.74764 -1.77099
H -5.90461 -1.70868 0.20286
H -4.20179 -1.41513 0.56870
H -4.66918 -2.71214 -0.55165
C 5.21681 -6.14552 -7.71759
C 6.24569 -5.30275 -6.98192
O 5.79258 -3.98968 -6.67942
C 4.63986 -3.89488 -5.85242
C 4.82058 -4.53316 -4.48585
H 4.91635 -5.65482 -8.64880
H 5.63039 -7.12925 -7.95552
H 4.31447 -6.29840 -7.12320
H 7.12651 -5.18864 -7.61862
H 6.58670 -5.80465 -6.07109
H 3.76904 -4.31061 -6.37055
H 4.43859 -2.82784 -5.71934
H 5.01805 -5.60455 -4.55706
H 3.92026 -4.39726 -3.88110
H 5.66604 -4.07913 -3.96121
```

The calculation puts the molar mass at 863.785 g mol⁻¹. The SMILES is CC(=O)OCCc1c(CCCO)c(Br)c(CCCCC(F)(F)C(F)(F)S(F)(F)(F)(F)F)c2nsnc12.CCOCC.CCOCC.CCOCC. The calculation puts the HOMO energy at -8.49 eV.


A gas-phase ion, C3H10NO (charge +1) in a non-equilibrium geometry, computed with ωB97M-V with the def2-TZVPD basis set.

```
15
C3H10NO, DFT ωB97M-V with the def2-TZVPD basis set
O 2.09557 -0.67907 -1.07891
C 0.65939 -0.86921 -1.04030
C 0.14362 0.33572 -0.21275
N -1.05669 0.03146 0.70631
C -1.67969 1.14828 1.44020
H 2.41143 -1.26712 -0.37786
H 0.19943 -1.78794 -0.63784
H 0.42331 -0.74170 -2.09185
H 0.90144 0.81031 0.40012
H -0.31843 1.00591 -0.94784
H -1.70957 -0.38222 0.03832
H -0.75306 -0.74002 1.30177
H -2.44731 0.79033 2.12160
H -0.89274 1.64567 2.01029
H -2.07408 1.91151 0.76840
```

The net charge is +1. The calculation puts the molar mass at 76.119 g mol⁻¹. The SMILES is C[NH2+]CCO. The calculation puts the energy above the lowest of the compared OMol25 structures with the same formula, charge and spin at 1.166 eV. The calculation puts the HOMO energy at -15.00 eV.